Below is a molecular structure, C37H33AsF6FeGeN5 in a non-equilibrium geometry, with properties calculated with the ωB97M-V functional and the def2-TZVPD basis.

CARTESIAN COORDINATES (ANGSTROEM)
Fe: -0.213 1.153 0.083
C: 5.115 -2.303 -3.183
C: 4.280 -1.419 -2.300
C: 4.650 -1.165 -0.977
C: 3.868 -0.371 -0.169
C: 2.687 0.217 -0.648
N: 1.881 0.963 0.206
C: 2.481 1.855 1.053
C: 3.634 2.571 0.661
C: 4.161 3.564 1.448
C: 3.565 3.900 2.667
C: 4.089 5.023 3.514
C: 2.437 3.181 3.076
C: 1.908 2.174 2.306
N: 0.833 1.401 2.843
C: 0.573 1.221 4.153
C: -0.630 0.575 4.279
C: -1.065 0.383 2.976
N: -0.177 0.865 2.095
C: 2.325 -0.033 -1.972
C: 3.102 -0.848 -2.772
N: 1.217 0.639 -2.573
C: 1.151 1.043 -3.852
C: -0.101 1.559 -4.085
C: -0.762 1.439 -2.877
N: 0.031 0.886 -1.941
H: 6.177 -2.152 -2.991
H: 4.921 -2.119 -4.238
H: 4.896 -3.354 -2.981
H: 5.553 -1.609 -0.579
H: 4.136 -0.212 0.869
H: 4.057 2.366 -0.313
H: 5.025 4.118 1.105
H: 5.041 5.395 3.141
H: 4.221 4.703 4.550
H: 3.378 5.852 3.521
H: 1.965 3.442 4.016
H: 1.279 1.533 4.905
H: -1.125 0.275 5.188
H: -1.973 -0.092 2.650
H: 2.789 -1.049 -3.790
H: 2.008 0.965 -4.501
H: -0.483 1.972 -5.003
H: -1.766 1.741 -2.643
C: -3.755 0.495 0.732
Ge: -2.279 -0.388 -0.138
C: -2.576 -0.908 -1.938
C: -3.722 -0.482 -2.618
C: -4.013 -1.009 -3.870
C: -3.148 -1.927 -4.451
C: -1.995 -2.338 -3.783
C: -1.704 -1.830 -2.528
C: -1.634 -1.997 0.753
C: -0.323 -2.197 1.106
C: 0.071 -3.320 1.868
C: -0.873 -4.207 2.280
C: -2.233 -4.059 1.905
C: -3.204 -5.008 2.317
C: -4.497 -4.906 1.915
C: -4.886 -3.857 1.047
C: -3.984 -2.923 0.641
C: -2.633 -2.967 1.092
H: -4.305 -0.297 1.238
H: -4.368 0.993 -0.015
H: -3.428 1.243 1.451
H: -4.400 0.238 -2.174
H: -4.912 -0.701 -4.390
H: -3.374 -2.332 -5.429
H: -1.333 -3.062 -4.240
H: -0.822 -2.175 -1.998
H: 0.444 -1.485 0.820
H: 1.110 -3.456 2.139
H: -0.591 -5.062 2.884
H: -2.891 -5.824 2.959
H: -5.228 -5.636 2.238
H: -5.908 -3.807 0.691
H: -4.294 -2.174 -0.076
F: 0.178 3.219 -0.314
As: -1.385 4.008 0.099
F: -1.915 2.240 -0.204
F: -1.132 3.435 1.707
F: -2.975 4.426 0.458
F: -0.644 5.475 0.452
F: -1.576 4.316 -1.550

Calculated values
- gap between HOMO and LUMO (alpha / beta) (eV) = 5.7 / 5.0
- multiplicity = 6
- highest occupied orbital energy (alpha / beta) (eV) = -13.185 / -13.187
- net charge = +2
- <S²> = 8.871
- molecular weight (u) = 865.07

Mulliken atomic charge list, values in e, 5 entries: number 1, Fe, carries 1.028; number 2, C, carries -1.566; number 3, C, carries 0.317; number 4, C, carries -1.043; number 5, C, carries -0.134